The following is a quantum chemistry calculation of a cluster of 14 separate species, C77H176O40 in total, from OMol25.

Bonds (Å) are listed after each position.
Cartesian coordinates (Å):
1 O -8.8761 -5.3832 -0.2365  C52 1.414, C113 1.426
2 O -7.5492 -5.4689 2.3023  C82 1.396, C108 1.417
3 O -0.4340 -4.2318 6.6641  C74 1.409, C76 1.443
4 O -1.2650 2.9950 -3.6755  C84 1.392, C101 1.459
5 O 3.9960 6.9086 1.5163  C47 1.430, C79 1.460
6 O 4.2471 -4.4078 -2.9816  C93 1.408, C104 1.470
7 O 3.3652 2.8851 4.9097  C54 1.350, C60 1.443
8 O -1.6071 0.9401 -9.6014  C45 1.474, C98 1.412
9 O -1.7915 -4.1590 -2.7014  C57 1.408, C63 1.382
10 O 3.7519 -0.5927 2.0193  C107 1.397, C114 1.439
11 O 2.8232 0.1239 -4.2909  C43 1.413, C55 1.361
12 O -4.1917 0.1183 2.3620  C49 1.480, C59 1.411
13 O 1.4362 -3.4731 4.3289  C72 1.446, C77 1.439
14 O 0.1561 0.9375 -0.8224  C86 1.389, C109 1.417
15 O -2.4824 6.1805 -1.8100  C90 1.200
16 O 7.1252 2.2434 2.3153  C42 1.410, C83 1.387
17 O -5.6322 -2.1484 -1.7420  C71 1.408, C78 1.377
18 O 3.7408 7.5743 7.0255  C95 1.414, C100 1.445
19 O -4.2189 0.4734 -2.4112  C61 1.399, C94 1.432
20 O 3.1948 -5.4038 1.9484  C80 1.405, C102 1.405
21 O -1.9154 6.1921 0.3313  C64 1.434, C90 1.358
22 O 1.0823 3.2122 1.6954  C103 1.435, C110 1.454
23 O -2.3522 -7.1182 0.3708  C51 1.413, C66 1.350
24 O 1.7182 -1.1074 -7.5198  C58 1.428, C81 1.396
25 O -3.4643 -4.2644 6.5689  C62 1.450, C115 1.408
26 O -4.9411 2.9053 -3.7968  C44 1.451, C85 1.396
27 O -0.3808 5.5469 -1.2390  C90 1.356, C116 1.435
28 O 5.0034 2.7203 0.0891  C53 1.418, C65 1.394
29 O -0.5161 2.1050 5.0584  C50 1.435, C68 1.383
30 O 1.2456 -4.7706 -2.9408  C70 1.375, C105 1.413
31 O 2.5901 1.3338 -9.4007  C41 1.418, C112 1.415
32 O -1.0416 2.1139 -7.1373  C56 1.455, C67 1.400
33 O 3.4995 4.1322 -2.1122  C87 1.409, C89 1.458
34 O 4.7685 7.4195 4.2681  C91 1.415, C97 1.424
35 O -4.7572 -4.3708 2.2285  C73 1.394, C111 1.433
36 O -0.6245 -1.3055 0.7575  C75 1.438, C88 1.408
37 O -0.1986 -7.7237 1.0145  C66 1.207
38 O 3.2294 -2.8740 0.2386  C46 1.354, C69 1.392
39 O 4.8959 3.3928 6.5353  C54 1.198
40 O -2.1849 2.2943 2.3512  C96 1.419, C106 1.450
41 C 2.1924 0.0033 -9.6886  O31 1.418, C58 1.552, H156 1.082, H287 1.099
42 C 8.2663 1.7836 3.0042  O16 1.410, H124 1.094, H177 1.111, H225 1.094
43 C 2.0640 1.2611 -3.9346  O11 1.413, H160 1.079, H271 1.071, H277 1.122
44 C -5.6775 2.3161 -2.6937  O26 1.451, C94 1.521, H170 1.105, H267 1.104
45 C -1.4240 1.1150 -11.0537  O8 1.474, H171 1.098, H212 1.061, H234 1.088
46 C 2.9729 -4.1291 -0.1993  O38 1.354, C102 1.538, H136 1.114, H251 1.120
47 C 3.0048 7.6947 0.8498  O5 1.430, H165 1.126, H192 1.073, H210 1.108
48 C -3.5240 -7.4374 -1.6779  C51 1.553, H144 1.072, H159 1.094, H213 1.096
49 C -3.5837 0.8365 1.2200  O12 1.480, C96 1.483, H151 1.087, H270 1.091
50 C -0.5732 0.8379 4.3881  O29 1.435, H161 1.108, H189 1.080, H273 1.097
51 C -2.4023 -7.9773 -0.7499  O23 1.413, C48 1.553, H211 1.089, H286 1.085
52 C -9.3331 -6.1124 0.8858  O1 1.414, C108 1.472, H149 1.095, H163 1.097
53 C 6.2753 3.2877 0.3560  O28 1.418, C83 1.537, H154 1.098, H232 1.103
54 C 4.5439 3.3337 5.3912  O7 1.350, O39 1.198, C99 1.548
55 C 2.2518 -0.7267 -5.1861  O11 1.361, C81 1.546, H129 1.084, H142 1.101
56 C -2.3604 1.6461 -7.5353  O32 1.455, C98 1.537, H214 1.060, H284 1.122
57 C -0.7865 -4.3423 -1.7325  O9 1.408, C70 1.540, H147 1.100, H167 1.066
58 C 1.1439 -0.6315 -8.7371  O24 1.428, C41 1.552, H197 1.111, H280 1.082
59 C -4.8641 -1.0785 2.0368  O12 1.411, H215 1.064, H247 1.115, H255 1.112
60 C 2.3534 2.4543 5.8437  O7 1.443, C92 1.463, H126 1.090, H262 1.085
61 C -3.8484 -0.8291 -2.7611  O19 1.399, C78 1.528, H132 1.106, H250 1.144
62 C -2.5135 -3.8208 5.5681  O25 1.450, C76 1.484, H122 1.103, H204 1.079
63 C -1.4314 -3.4767 -3.8477  O9 1.382, H130 1.116, H216 1.104, H281 1.102
64 C -0.8107 6.0805 1.2394  O21 1.434, H153 1.077, H249 1.091, H276 1.141
65 C 4.8423 2.1946 -1.1916  O28 1.394, C87 1.572, H201 1.118, H258 1.104
66 C -1.2638 -7.1767 1.1667  O23 1.350, O37 1.207, C117 1.485
67 C -1.1273 2.9230 -5.9987  O32 1.400, C84 1.493, H200 1.064, H260 1.058
68 C -1.0255 3.1844 4.3602  O29 1.383, C106 1.533, H139 1.083, H205 1.108
69 C 4.4330 -2.6247 0.8928  O38 1.392, C114 1.539, H253 1.062, H293 1.096
70 C 0.2473 -5.3772 -2.2153  O30 1.375, C57 1.540, H181 1.119, H218 1.105
71 C -6.1344 -3.2635 -1.0441  O17 1.408, H157 1.117, H180 1.080, H220 1.102
72 C 2.3043 -2.5503 3.6323  O13 1.446, H120 1.112, H176 1.082, H209 1.122
73 C -5.5854 -4.6086 3.3248  O35 1.394, C82 1.558, H261 1.093, H285 1.085
74 C 0.9219 -4.5496 6.4490  O3 1.409, C77 1.520, H168 1.086, H245 1.122
75 C -0.9960 -2.0086 1.9553  O36 1.438, H206 1.110, H235 1.119, H239 1.094
76 C -1.2683 -4.6282 5.5550  O3 1.443, C62 1.484, H141 1.103, H252 1.105
77 C 1.7074 -3.4565 5.7418  O13 1.439, C74 1.520, H183 1.113, H222 1.066
78 C -4.2725 -1.9341 -1.7947  O17 1.377, C61 1.528, H198 1.083, H259 1.109
79 C 5.2483 7.5532 1.9008  O5 1.460, C91 1.564, H229 1.094, H269 1.102
80 C 2.5213 -6.0918 2.9715  O20 1.405, H224 1.098, H240 1.078, H268 1.103
81 C 1.8779 -0.1114 -6.5544  O24 1.396, C55 1.546, H274 1.083, H290 1.100
82 C -7.0645 -4.3188 2.9290  O2 1.396, C73 1.558, H186 1.086, H193 1.083
83 C 7.3572 2.3752 0.9544  O16 1.387, C53 1.537, H121 1.079, H196 1.129
84 C -1.7254 2.2920 -4.7848  O4 1.392, C67 1.493, H145 1.104, H227 1.116
85 C -4.9512 4.3012 -3.8227  O26 1.396, H123 1.133, H195 1.095, H228 1.099
86 C -0.1339 1.9000 0.1368  O14 1.389, C103 1.565, H118 1.077, H221 1.056
87 C 4.6345 3.3135 -2.2760  O33 1.409, C65 1.572, H199 1.100, H264 1.108
88 C 0.6521 -0.7266 0.8948  O36 1.408, C109 1.494, H146 1.123, H185 1.111
89 C 3.7624 5.2514 -1.2157  O33 1.458, H242 1.090, H283 1.091, H291 1.112
90 C -1.6300 6.0074 -0.9838  O15 1.200, O21 1.358, O27 1.356
91 C 5.1479 8.3306 3.2537  O34 1.415, C79 1.564, H233 1.110, H254 1.074
92 C 1.7229 3.6722 6.3540  C60 1.463, H119 1.093, H133 1.082, H169 1.094
93 C 4.0724 -3.0140 -2.8858  O6 1.408, H134 1.095, H266 1.093, H275 1.134
94 C -5.5495 0.8060 -2.8218  O19 1.432, C44 1.521, H155 1.086, H241 1.128
95 C 3.2409 6.7998 5.9529  O18 1.414, C97 1.484, H174 1.134, H263 1.094
96 C -3.4138 2.2480 1.6425  O40 1.419, C49 1.483, H140 1.109, H150 1.071
97 C 3.3937 7.4672 4.6358  O34 1.424, C95 1.484, H175 1.106, H256 1.108
98 C -2.4877 1.8945 -9.0463  O8 1.412, C56 1.537, H172 1.064, H217 1.069
99 C 5.5063 3.7370 4.2482  C54 1.548, H152 1.112, H202 1.074, H219 1.091
100 C 3.8155 6.7646 8.2198  O18 1.445, H173 1.136, H236 1.086, H288 1.112
101 C -1.9880 2.6791 -2.4485  O4 1.459, H138 1.043, H257 1.108, H265 1.098
102 C 2.3527 -5.0205 0.8904  O20 1.405, C46 1.538, H166 1.131, H246 1.084
103 C 1.1439 2.7836 0.3269  O22 1.435, C86 1.565, H148 1.094, H191 1.091
104 C 3.3594 -5.0042 -3.9906  O6 1.470, C105 1.470, H178 1.077, H182 1.070
105 C 2.2164 -5.6991 -3.3801  O30 1.413, C104 1.470, H158 1.099, H223 1.082
106 C -2.3418 3.0319 3.5896  O40 1.450, C68 1.533, H127 1.084, H292 1.120
107 C 3.8857 0.7656 2.3176  O10 1.397, H135 1.090, H231 1.092, H282 1.116
108 C -8.9455 -5.3562 2.0881  O2 1.417, C52 1.472, H179 1.074, H272 1.088
109 C 1.0332 -0.0938 -0.4038  O14 1.417, C88 1.494, H187 1.141, H226 1.099
110 C 2.1845 4.0912 2.0498  O22 1.454, H128 1.109, H143 1.066, H203 1.082
111 C -4.7999 -5.3950 1.2265  O35 1.433, H208 1.101, H237 1.095, H279 1.079
112 C 1.6344 2.3524 -9.6276  O31 1.415, H125 1.102, H131 1.093, H243 1.062
113 C -9.5393 -5.8478 -1.4107  O1 1.426, H137 1.092, H162 1.108, H248 1.093
114 C 4.6124 -1.0991 0.9825  O10 1.439, C69 1.539, H188 1.097, H244 1.094
115 C -3.1734 -3.6923 7.8227  O25 1.408, H164 1.118, H190 1.090, H289 1.088
116 C 0.0985 5.6119 -2.5896  O27 1.435, H207 1.134, H230 1.081, H238 1.125
117 C -1.4502 -6.2678 2.3267  C66 1.485, H184 1.112, H194 1.082, H278 1.115
118 H -0.3377 1.4788 1.1067  C86 1.077
119 H 2.2729 4.2911 7.0671  C92 1.093
120 H 1.7449 -1.6174 3.4034  C72 1.112
121 H 7.4756 1.4325 0.4427  C83 1.079
122 H -2.3241 -2.7427 5.7021  C62 1.103
123 H -4.5374 4.7480 -2.8675  C85 1.133
124 H 8.0349 1.8901 4.0678  C42 1.094
125 H 2.0868 3.3030 -9.3019  C112 1.102
126 H 2.7516 1.8795 6.6798  C60 1.090
127 H -2.7239 4.0300 3.4058  C106 1.084
128 H 3.1474 3.6265 1.7552  C110 1.109
129 H 1.3356 -1.1587 -4.7987  C55 1.084
130 H -0.7793 -4.0865 -4.5169  C63 1.116
131 H 0.7161 2.1967 -9.0555  C112 1.093
132 H -2.7431 -0.8226 -2.7941  C61 1.106
133 H 0.7743 3.4586 6.8284  C92 1.082
134 H 3.0299 -2.6845 -2.8222  C93 1.095
135 H 3.2547 0.9513 3.1868  C107 1.090
136 H 3.9136 -4.6132 -0.5496  C46 1.114
137 H -10.6143 -5.7387 -1.2548  C113 1.092
138 H -1.6485 3.3743 -1.7493  C101 1.043
139 H -1.0229 4.0106 5.0599  C68 1.083
140 H -3.2916 2.8792 0.7391  C96 1.109
141 H -1.5525 -5.6935 5.5659  C76 1.103
142 H 3.0255 -1.4979 -5.3244  C55 1.101
143 H 2.0475 4.1183 3.1064  C110 1.066
144 H -4.5091 -7.3175 -1.2725  C48 1.072
145 H -2.8263 2.2138 -4.8053  C84 1.104
146 H 1.4585 -1.4847 1.0872  C88 1.123
147 H -1.2699 -4.7697 -0.8417  C57 1.100
148 H 2.0227 2.1426 0.2148  C103 1.094
149 H -8.8733 -7.1053 0.8573  C52 1.095
150 H -4.2406 2.5781 2.2382  C96 1.071
151 H -4.1629 0.7551 0.3042  C49 1.087
152 H 5.1182 3.5160 3.2299  C99 1.112
153 H 0.0170 6.7101 0.9595  C64 1.077
154 H 6.7394 3.7741 -0.5125  C53 1.098
155 H -5.6739 0.4711 -3.8474  C94 1.086
156 H 3.0997 -0.5865 -9.7127  C41 1.082
157 H -7.2458 -3.1995 -0.9541  C71 1.117
158 H 2.6083 -6.2382 -2.5065  C105 1.099
159 H -3.5632 -8.2506 -2.4091  C48 1.094
160 H 1.9310 1.9501 -4.7549  C43 1.079
161 H -1.6225 0.4979 4.2843  C50 1.108
162 H -9.3536 -6.9100 -1.6654  C113 1.108
163 H -10.4261 -6.2008 0.8964  C52 1.097
164 H -4.0017 -4.0109 8.5023  C115 1.118
165 H 2.4799 8.4744 1.4708  C47 1.126
166 H 1.4173 -4.5146 1.2745  C102 1.131
167 H -0.3299 -3.4156 -1.4712  C57 1.066
168 H 1.3205 -4.6085 7.4570  C74 1.086
169 H 1.5172 4.3923 5.5568  C92 1.094
170 H -6.7389 2.5907 -2.8300  C44 1.105
171 H -0.5478 0.4805 -11.2434  C45 1.098
172 H -3.5001 1.8062 -9.3611  C98 1.064
173 H 2.8479 6.7869 8.8143  C100 1.136
174 H 3.6196 5.7335 5.8771  C95 1.134
175 H 2.7216 6.9539 3.9237  C97 1.106
176 H 3.2590 -2.3194 4.0857  C72 1.082
177 H 8.4530 0.6929 2.9097  C42 1.111
178 H 3.9085 -5.7924 -4.4766  C104 1.077
179 H -9.5255 -5.6192 2.9532  C108 1.074
180 H -5.7729 -3.3178 -0.0281  C71 1.080
181 H -0.3178 -6.1100 -2.8436  C70 1.119
182 H 3.0930 -4.2500 -4.7019  C104 1.070
183 H 2.7994 -3.6453 5.8461  C77 1.113
184 H -0.4496 -5.7839 2.3348  C117 1.112
185 H 0.6573 0.0410 1.6977  C88 1.111
186 H -7.1197 -3.5066 2.2108  C82 1.086
187 H 2.1282 0.2248 -0.3686  C109 1.141
188 H 5.6609 -0.8442 1.1820  C114 1.097
189 H -0.1095 0.9555 3.4194  C50 1.080
190 H -3.2483 -2.6093 7.7229  C115 1.090
191 H 1.2746 3.6128 -0.3703  C103 1.091
192 H 2.2509 6.9953 0.5444  C47 1.073
193 H -7.5859 -4.1164 3.8568  C82 1.083
194 H -1.4703 -6.7293 3.3049  C117 1.082
195 H -4.3184 4.6580 -4.6426  C85 1.095
196 H 8.3294 2.9301 0.8067  C83 1.129
197 H 0.7321 -1.4886 -9.3121  C58 1.111
198 H -3.7534 -2.8288 -2.1154  C78 1.083
199 H 4.4824 2.8243 -3.2497  C87 1.100
200 H -1.6388 3.8258 -6.2322  C67 1.064
201 H 5.6573 1.5007 -1.5133  C65 1.118
202 H 5.5636 4.8097 4.2505  C99 1.074
203 H 2.1214 5.0831 1.6218  C110 1.082
204 H -2.9721 -3.9754 4.6032  C62 1.079
205 H -0.3396 3.3783 3.5124  C68 1.108
206 H -0.2208 -2.7552 2.2285  C75 1.110
207 H 0.8652 4.7811 -2.6766  C116 1.134
208 H -5.7636 -5.3868 0.6942  C111 1.101
209 H 2.3373 -3.0446 2.6251  C72 1.122
210 H 3.5311 8.2709 0.0627  C47 1.108
211 H -2.7323 -8.9831 -0.4953  C51 1.089
212 H -2.2458 0.6857 -11.5695  C45 1.061
213 H -3.1621 -6.5784 -2.2541  C48 1.096
214 H -3.1024 2.1548 -6.9751  C56 1.060
215 H -5.0401 -1.6010 2.9469  C59 1.064
216 H -2.2887 -3.1455 -4.4587  C63 1.104
217 H -2.1311 2.8809 -9.2534  C98 1.069
218 H 0.7062 -5.8561 -1.3313  C70 1.105
219 H 6.5273 3.3835 4.3961  C99 1.091
220 H -5.8241 -4.2241 -1.4861  C71 1.102
221 H -0.9754 2.4151 -0.2400  C86 1.056
222 H 1.4429 -2.5089 6.1533  C77 1.066
223 H 1.7427 -6.3779 -4.0763  C105 1.082
224 H 3.2723 -6.3217 3.7388  C80 1.098
225 H 9.1656 2.3236 2.6943  C42 1.094
226 H 1.0081 -0.8245 -1.2238  C109 1.099
227 H -1.3827 1.2310 -4.7282  C84 1.116
228 H -5.9901 4.6283 -3.9661  C85 1.099
229 H 5.9124 6.7040 2.0893  C79 1.094
230 H -0.7413 5.4668 -3.2552  C116 1.081
231 H 3.5747 1.3636 1.4582  C107 1.092
232 H 6.0766 4.0500 1.1285  C53 1.103
233 H 6.1221 8.7657 3.5604  C91 1.110
234 H -1.2540 2.1483 -11.3479  C45 1.088
235 H -1.2206 -1.3293 2.8159  C75 1.119
236 H 4.6252 7.0847 8.8686  C100 1.086
237 H -4.5987 -6.3642 1.6956  C111 1.095
238 H 0.5251 6.6302 -2.8064  C116 1.125
239 H -1.9054 -2.5899 1.7753  C75 1.094
240 H 1.9835 -6.9397 2.5803  C80 1.078
241 H -6.3372 0.2791 -2.2093  C94 1.128
242 H 2.8845 5.8754 -1.3837  C89 1.090
243 H 1.4007 2.4481 -10.6596  C112 1.062
244 H 4.3838 -0.7179 -0.0177  C114 1.094
245 H 1.1040 -5.4610 5.8207  C74 1.122
246 H 1.9969 -5.9116 0.3853  C102 1.084
247 H -5.8242 -0.8858 1.5047  C59 1.115
248 H -9.1193 -5.2706 -2.2378  C113 1.093
249 H -1.1201 6.4015 2.2349  C64 1.091
250 H -4.2079 -1.1891 -3.7859  C61 1.144
251 H 2.2739 -3.9054 -1.0448  C46 1.120
252 H -0.8341 -4.4491 4.5548  C76 1.105
253 H 5.1990 -3.0957 0.3270  C69 1.062
254 H 4.4667 9.1613 3.2343  C91 1.074
255 H -4.2366 -1.6954 1.3574  C59 1.112
256 H 3.0644 8.5248 4.6550  C97 1.108
257 H -1.7496 1.6616 -2.0812  C101 1.108
258 H 3.9256 1.6006 -1.0328  C65 1.104
259 H -3.9368 -1.6784 -0.7687  C78 1.109
260 H -0.1515 3.2409 -5.7409  C67 1.058
261 H -5.5046 -5.6589 3.6152  C73 1.093
262 H 1.7188 1.8829 5.1749  C60 1.085
263 H 2.1524 6.6936 5.9895  C95 1.094
264 H 5.5552 3.9273 -2.2208  C87 1.108
265 H -3.0483 2.7579 -2.7232  C101 1.098
266 H 4.6245 -2.7051 -1.9946  C93 1.093
267 H -5.2907 2.7159 -1.7399  C44 1.104
268 H 1.8169 -5.3671 3.4131  C80 1.103
269 H 5.6476 8.2604 1.1566  C79 1.102
270 H -2.5800 0.4310 1.0873  C49 1.091
271 H 2.6199 1.6822 -3.1222  C43 1.071
272 H -9.2246 -4.3254 1.8787  C108 1.088
273 H -0.0270 0.2134 5.1051  C50 1.097
274 H 1.0460 0.5639 -6.3947  C81 1.083
275 H 4.4839 -2.4947 -3.8066  C93 1.134
276 H -0.4328 5.0047 1.2770  C64 1.141
277 H 1.0409 1.0102 -3.5472  C43 1.122
278 H -2.2141 -5.4606 2.2395  C117 1.115
279 H -4.0253 -5.1472 0.5177  C111 1.079
280 H 0.3962 0.1080 -8.4808  C58 1.082
281 H -0.8444 -2.5666 -3.6453  C63 1.102
282 H 4.9156 1.1113 2.5733  C107 1.116
283 H 3.7920 4.9338 -0.1720  C89 1.091
284 H -2.3767 0.5570 -7.2673  C56 1.122
285 H -5.2692 -3.9666 4.1397  C73 1.085
286 H -1.4392 -7.9874 -1.2492  C51 1.085
287 H 1.6757 -0.0420 -10.6581  C41 1.099
288 H 4.0549 5.7360 7.8713  C100 1.112
289 H -2.2070 -3.9801 8.2310  C115 1.088
290 H 2.7315 0.4796 -6.9164  C81 1.100
291 H 4.6949 5.7736 -1.5240  C89 1.112
292 H -3.1598 2.5436 4.1779  C106 1.120
293 H 4.3934 -3.0261 1.9115  C69 1.096

Properties
lowest unoccupied orbital energy: 0.577 eV
total energy: -164582.63931 eV
HOMO: -8.704 eV
gap between HOMO and LUMO: 9.28 eV
total charge: 0